Record 1
This record from OMol25 describes C5H7NO as an isolated structure. The level of theory is ωB97M-V with the def2-TZVPD basis set.

- E_LUMO: 0.08 eV
- HOMO energy: -9.40 eV
- Kohn-Sham gap: 9.5 eV

Structure (ORCA input):
```
! RIJCOSX wB97M-V def2-TZVPD def2/J DEFGRID3
* xyz 0 1
N -2.308 0.760 0.496
C -1.472 -0.192 0.072
O -1.456 -1.059 -0.777
C 1.193 -1.385 -0.605
C 1.364 -0.341 0.207
C 0.740 1.016 -0.089
C -0.473 0.644 0.709
H -3.006 0.951 -0.239
H 0.850 -1.271 -1.628
H 1.392 -2.397 -0.268
H 1.759 -0.490 1.210
H 0.498 1.127 -1.150
H 1.310 1.878 0.275
H -0.391 0.756 1.787
*
```

Record 2
This record from OMol25 describes a 17-piece molecular cluster, C42H127N21O17 overall at a distorted geometry. The level of theory is ωB97M-V with the def2-TZVPD basis set.

- E_LUMO: 0.26 eV
- HOMO energy: -8.52 eV
- Kohn-Sham gap: 8.8 eV

Structure (ORCA input):
```
! RIJCOSX wB97M-V def2-TZVPD def2/J DEFGRID3
* xyz 0 1
C -1.724 1.990 6.918
O -2.225 1.049 6.298
N -1.911 2.268 8.261
N -0.871 2.884 6.263
H -2.370 1.497 8.723
H -1.978 3.203 8.601
H -0.497 3.588 6.864
H -0.576 2.732 5.322
C 5.107 -1.127 4.017
O 5.158 -1.291 5.258
N 4.004 -1.568 3.265
N 6.144 -0.721 3.204
H 4.050 -1.699 2.270
H 3.309 -2.086 3.765
H 6.075 -0.482 2.208
H 6.918 -0.348 3.735
C 3.774 -4.328 0.546
O 3.866 -3.076 0.631
N 3.585 -4.928 -0.666
N 4.033 -5.159 1.626
H 3.517 -5.904 -0.878
H 3.559 -4.350 -1.505
H 3.814 -6.135 1.577
H 4.243 -4.737 2.512
C 3.145 -2.816 -3.834
O 3.687 -3.774 -3.287
N 2.520 -1.801 -3.168
N 3.073 -2.653 -5.207
H 2.580 -1.688 -2.167
H 2.023 -1.132 -3.727
H 3.727 -3.201 -5.734
H 2.561 -1.896 -5.647
C 0.179 -4.298 2.150
O 0.448 -4.157 0.948
N 0.900 -5.040 3.071
N -1.021 -3.781 2.627
H 1.809 -5.269 2.695
H 0.727 -5.045 4.051
H -1.644 -3.326 1.973
H -1.142 -3.820 3.616
C -1.982 2.166 -3.174
O -0.798 1.890 -3.374
N -2.621 2.058 -1.960
N -2.791 2.682 -4.186
H -2.131 1.641 -1.185
H -3.617 1.949 -1.905
H -2.398 3.171 -4.965
H -3.680 3.031 -3.871
C -0.330 -0.083 -1.076
C 0.827 -0.432 -0.146
C 0.509 -0.342 1.329
O -0.166 0.885 1.612
C -0.749 0.944 2.924
N 1.389 -1.750 -0.450
H -0.323 -0.511 -2.072
H -0.407 1.007 -1.085
H -1.312 -0.342 -0.637
H 1.527 0.365 -0.432
H 1.406 -0.441 1.950
H -0.152 -1.179 1.606
H -1.002 -0.030 3.346
H -1.646 1.550 2.783
H -0.038 1.483 3.561
H 2.284 -2.004 -0.032
H 0.732 -2.434 -0.074
C 8.212 -0.147 -2.066
C 7.433 -0.547 -0.819
C 6.541 0.634 -0.429
O 5.669 0.259 0.642
C 4.665 1.257 0.826
N 6.574 -1.686 -1.162
H 8.679 0.826 -1.891
H 7.655 -0.145 -3.003
H 9.038 -0.840 -2.244
H 8.154 -0.844 -0.058
H 5.929 0.909 -1.303
H 7.012 1.611 -0.230
H 3.851 1.136 0.112
H 5.096 2.256 0.927
H 4.232 1.058 1.812
H 5.761 -1.787 -0.564
H 6.161 -1.549 -2.082
C -4.398 6.134 0.280
C -3.526 5.016 -0.309
C -3.249 3.748 0.494
O -2.461 3.919 1.646
C -1.199 4.472 1.423
N -4.256 4.575 -1.555
H -4.140 6.402 1.309
H -5.468 5.896 0.273
H -4.368 7.062 -0.300
H -2.595 5.514 -0.589
H -2.721 3.093 -0.215
H -4.190 3.272 0.742
H -1.088 5.338 0.763
H -0.513 3.773 0.916
H -0.702 4.692 2.366
H -3.609 4.629 -2.347
H -4.858 5.349 -1.819
C 6.197 4.617 7.382
C 4.862 4.611 6.611
C 4.572 3.165 6.235
O 3.672 2.987 5.166
C 3.570 1.642 4.748
N 3.740 5.284 7.264
H 7.056 4.380 6.755
H 6.194 3.959 8.261
H 6.381 5.612 7.805
H 5.207 5.172 5.732
H 4.141 2.603 7.086
H 5.548 2.725 5.969
H 2.946 1.591 3.858
H 3.071 1.074 5.537
H 4.575 1.312 4.487
H 4.062 6.222 7.522
H 3.714 4.861 8.203
C -6.011 2.932 2.842
C -5.340 2.040 3.878
C -6.042 0.698 3.994
O -7.180 0.922 4.810
C -8.038 -0.190 4.858
N -3.944 1.867 3.455
H -7.055 3.056 3.145
H -6.000 2.550 1.817
H -5.564 3.923 2.723
H -5.347 2.541 4.853
H -5.368 -0.022 4.473
H -6.344 0.311 3.014
H -7.616 -1.201 4.884
H -8.638 -0.262 3.934
H -8.694 0.018 5.700
H -3.448 2.622 3.005
H -3.421 1.513 4.249
C -0.787 -0.948 -5.080
C 0.005 -1.519 -6.226
C -0.854 -1.517 -7.512
O -0.077 -2.089 -8.530
C -0.796 -2.378 -9.693
N 1.239 -0.727 -6.500
H -1.408 -0.090 -5.360
H -0.171 -0.622 -4.239
H -1.450 -1.680 -4.610
H 0.240 -2.567 -6.019
H -1.238 -0.510 -7.722
H -1.741 -2.129 -7.291
H -0.312 -3.168 -10.271
H -0.830 -1.497 -10.342
H -1.813 -2.762 -9.565
H 1.503 -1.027 -7.441
H 0.889 0.228 -6.607
C 3.501 1.944 -2.672
C 3.002 2.430 -4.047
C 4.119 2.590 -5.072
O 5.288 3.110 -4.506
C 6.446 3.016 -5.261
N 1.941 1.622 -4.583
H 3.931 2.728 -2.052
H 4.277 1.197 -2.874
H 2.695 1.415 -2.164
H 2.640 3.462 -3.955
H 3.792 3.293 -5.850
H 4.222 1.614 -5.575
H 6.694 2.035 -5.685
H 7.295 3.149 -4.584
H 6.510 3.792 -6.027
H 2.225 0.766 -5.048
H 1.206 1.369 -3.934
C -6.779 -3.698 2.977
C -5.831 -3.033 1.992
C -4.349 -3.190 2.412
O -3.492 -2.431 1.593
C -3.518 -1.020 1.784
N -6.125 -3.479 0.606
H -7.749 -3.223 3.095
H -6.322 -3.853 3.962
H -6.968 -4.737 2.680
H -6.106 -1.975 1.954
H -4.004 -4.223 2.351
H -4.312 -2.873 3.465
H -2.670 -0.626 1.225
H -3.355 -0.778 2.839
H -4.477 -0.596 1.488
H -5.782 -4.446 0.587
H -5.505 -3.016 -0.087
C -3.154 -4.561 -2.203
C -3.887 -3.364 -2.759
C -5.008 -3.730 -3.735
O -4.471 -4.423 -4.844
C -4.991 -3.942 -6.066
N -4.394 -2.506 -1.697
H -2.534 -5.010 -2.988
H -3.854 -5.337 -1.877
H -2.354 -4.399 -1.475
H -3.130 -2.869 -3.395
H -5.601 -2.871 -4.047
H -5.638 -4.410 -3.145
H -4.611 -2.936 -6.277
H -6.090 -3.935 -6.106
H -4.730 -4.645 -6.861
H -4.758 -1.622 -2.050
H -3.636 -2.213 -1.089
O 0.316 -5.891 -1.244
H -0.467 -6.336 -0.905
H 0.507 -5.190 -0.584
O -0.027 3.376 -1.700
H -0.646 3.619 -2.399
H 0.429 2.594 -2.042
*
```